# C11H25AsPdS4

A structure of composition C11H25AsPdS4 in a non-equilibrium geometry (the ωB97M-V functional and the def2-TZVPD basis, the OMol25 dataset).

Summary:
- 2S+1 = 1
- charge = +4
- frontier orbital gap (alpha / beta) (eV) = 5.4571 / 5.6775
- molecular weight (g/mol) = 466.9

XYZ file:
```
42
Properties=species:S:1:pos:R:3:forces:R:3
Pd 0.089502 -0.153992 0.107130 1.035 -0.450 0.609
C 2.161746 -1.270293 -2.194128 0.097 0.001 -0.043
C 2.376075 0.212246 -1.915398 0.099 -0.010 -0.049
S 2.423507 0.398014 -0.105704 -1.173 -0.092 -0.031
C 2.095383 2.136441 0.325344 0.050 0.042 0.026
C 1.695164 2.152378 1.796268 0.079 0.081 0.018
S 0.061491 1.334370 2.057552 -0.099 -0.130 -0.603
C 0.343078 0.111772 3.409214 -0.029 -0.144 0.061
C -0.078371 -1.300290 3.002392 -0.046 0.106 -0.075
S 1.043006 -1.881748 1.703118 0.049 0.188 -0.156
C 0.205333 -3.209343 0.798630 -0.057 0.086 -0.111
C 0.831049 -3.322065 -0.592122 -0.036 -0.088 0.141
S 0.498435 -1.835120 -1.629795 -0.238 0.543 0.116
H 2.917950 -1.888211 -1.706545 -0.001 -0.001 -0.015
H 2.226170 -1.457612 -3.268172 -0.074 -0.001 -0.003
H 1.595847 0.855808 -2.324448 0.019 0.006 -0.026
H 3.344237 0.542680 -2.315036 0.033 0.016 0.093
H 1.320220 2.523687 -0.338135 0.041 0.051 -0.012
H 3.012754 2.716524 0.160660 0.071 -0.104 0.000
H 1.603568 3.184956 2.140306 -0.073 -0.010 0.002
H 2.433561 1.658517 2.430426 0.008 0.013 -0.009
H -0.266083 0.445314 4.252175 -0.011 0.006 -0.016
H 1.390067 0.159538 3.713046 -0.003 0.021 -0.012
H -1.111149 -1.354301 2.647999 -0.016 -0.031 0.046
H 0.020113 -1.987464 3.853128 0.045 0.016 0.005
H -0.870563 -3.018146 0.770737 -0.010 -0.038 0.022
H 0.367621 -4.137982 1.361721 0.037 0.003 -0.011
H 0.386806 -4.168173 -1.121101 -0.015 0.018 -0.006
H 1.909095 -3.484674 -0.547862 -0.001 0.020 -0.016
C -2.017378 0.876876 -2.933863 0.057 -0.038 0.015
As -1.992432 1.004908 -1.017097 0.076 -0.032 -0.015
C -2.243583 2.840376 -0.503097 0.057 -0.025 0.026
C -3.426302 -0.074867 -0.303365 0.038 -0.086 0.062
H -3.031573 1.199141 -3.201033 0.016 -0.002 -0.041
H -1.868212 -0.148279 -3.267336 -0.021 -0.006 0.019
H -1.296425 1.553891 -3.388809 -0.003 0.021 0.028
H -3.243742 3.074215 -0.888170 0.012 0.050 0.011
H -1.516217 3.488551 -0.989296 0.006 -0.019 -0.014
H -2.236662 2.969395 0.577158 -0.021 -0.034 -0.001
H -4.333670 0.519656 -0.461073 0.002 0.007 -0.039
H -3.321887 -0.258397 0.764415 -0.003 0.041 0.008
H -3.497526 -1.008294 -0.859834 0.003 0.004 -0.003
```
Forces are in eV/Å.

Atomic partial charges in e from the Löwdin method, atoms 1 to 8:
1. Pd 0.3272
2. C -0.4159
3. C -0.4041
4. S 1.0627
5. C -0.4055
6. C -0.4131
7. S 0.9397
8. C -0.4073